1.
Computed, not measured: an isolated molecule of C12H30O2Si2 at a distorted geometry, with ωB97M-V/def2-TZVPD.

As for the structure (SMILES): C[Si](C)(C)OCCCCCCO[Si](C)(C)C. As for the lowest unoccupied orbital energy: 0.8 eV. The value obtained for the HOMO energy is -9.766 eV. The calculation puts the max |F| at 0.03400 hartree/bohr. As for the net charge: 0. The HOMO-LUMO gap comes out at 0.390 Ha. The value obtained for the molecular weight is 262.54 g/mol.

Cartesian coordinates (Å):
O (1.382, 1.019, -2.155)
O (-1.789, -1.838, 2.289)
C (1.025, 1.891, -1.097)
C (-1.158, -2.489, 1.221)
C (1.225, 1.231, 0.202)
C (-1.347, -1.684, -0.081)
C (0.736, -0.205, 0.046)
C (-0.785, -0.265, -0.002)
C (0.468, 0.291, -4.816)
C (2.506, 2.443, -4.435)
C (-0.376, 3.038, -3.691)
C (0.628, -0.762, 3.426)
C (-2.053, -0.451, 4.752)
C (-0.857, -3.336, 4.600)
Si (0.999, 1.692, -3.655)
Si (-1.010, -1.637, 3.771)
H (1.594, 2.810, -1.191)
H (-0.015, 2.155, -1.292)
H (-0.120, -2.637, 1.525)
H (-1.622, -3.458, 1.132)
H (2.286, 1.190, 0.484)
H (0.644, 1.741, 0.976)
H (-2.426, -1.666, -0.305)
H (-0.907, -2.191, -0.966)
H (1.166, -0.660, -0.865)
H (1.119, -0.904, 0.832)
H (-1.205, 0.211, 0.892)
H (-1.148, 0.345, -0.830)
H (0.892, 0.427, -5.808)
H (0.818, -0.653, -4.386)
H (-0.614, 0.302, -4.868)
H (2.309, 2.816, -5.429)
H (3.267, 1.661, -4.526)
H (2.950, 3.223, -3.804)
H (-0.457, 3.518, -4.669)
H (-1.289, 2.476, -3.487)
H (-0.240, 3.804, -2.924)
H (1.130, -0.549, 4.367)
H (0.425, 0.202, 2.955)
H (1.252, -1.356, 2.781)
H (-2.127, 0.561, 4.367)
H (-3.060, -0.860, 4.696)
H (-1.790, -0.447, 5.808)
H (-0.552, -3.302, 5.640)
H (-1.792, -3.862, 4.482)
H (-0.080, -3.833, 4.037)

2.
Computed, not measured: a cluster of 2 separate species, CH4Cl2N2 in total at a distorted geometry, with ωB97M-V/def2-TZVPD.

As for the lowest unoccupied orbital energy (spin up / spin down): 0.3 / -0.6 eV. The value obtained for the HOMO energy (spin up / spin down) is -9.004 / -7.288 eV. The calculation puts the max |F| at 0.08648 hartree/bohr. As for the net charge: 0. The HOMO-LUMO gap (spin up / spin down) comes out at 0.340 / 0.247 Ha. The value obtained for the molecular weight is 114.96 g/mol.

Cartesian coordinates (Å):
C (0.406, 0.556, -0.047)
N (-1.203, -1.387, 0.474)
N (1.247, -0.224, -0.812)
Cl (-2.604, -0.892, -0.343)
Cl (2.234, -1.388, 0.002)
H (0.649, 0.726, 0.906)
H (-0.323, 1.176, -0.520)
H (-1.504, -1.168, 1.457)
H (0.989, -0.751, -1.636)

3.
Computed, not measured: a structure of composition C31H24F6N5O9S2SbTl at a distorted geometry, with ωB97M-V/def2-TZVPD.

The spin multiplicity is 2. As for the lowest unoccupied orbital energy (spin up / spin down): 2.6 / 2.6 eV. The value obtained for the HOMO energy (spin up / spin down) is -2.243 / -2.301 eV. The calculation puts the max |F| at 0.05838 hartree/bohr. Its expectation value of S² is 0.776. As for the net charge: -2. The HOMO-LUMO gap (spin up / spin down) comes out at 0.178 / 0.180 Ha. The value obtained for the molecular weight is 1114.82 g/mol.

Cartesian coordinates (Å):
Tl (-0.134, -0.289, -0.517)
C (-0.901, 3.131, 0.675)
O (-0.493, 4.124, 1.658)
C (0.683, 3.971, 2.320)
C (1.095, 5.157, 2.916)
C (1.982, 5.158, 3.946)
C (2.659, 3.975, 4.245)
C (2.509, 2.823, 3.392)
C (3.417, 1.763, 3.538)
N (3.224, 0.498, 3.456)
N (3.969, -0.406, 2.998)
C (3.443, -1.672, 3.315)
O (2.640, -1.837, 4.198)
C (3.968, -2.709, 2.355)
C (5.227, -2.594, 1.775)
C (5.671, -3.535, 0.861)
C (4.871, -4.528, 0.393)
C (3.548, -4.693, 0.962)
C (3.106, -3.787, 1.930)
C (1.377, 2.712, 2.529)
O (1.075, 1.621, 2.033)
H (-1.953, 3.342, 0.499)
H (-0.338, 3.354, -0.268)
H (-0.750, 2.103, 0.981)
H (0.643, 6.090, 2.458)
H (2.178, 6.044, 4.551)
H (3.362, 3.952, 5.086)
H (4.497, 2.160, 3.537)
H (5.824, -1.745, 2.019)
H (6.645, -3.390, 0.457)
H (5.204, -5.144, -0.487)
H (2.796, -5.302, 0.487)
H (2.034, -3.825, 2.349)
O (-3.862, 1.995, -1.009)
C (-3.096, 1.069, -0.691)
O (-2.075, 0.782, -1.400)
C (-3.448, 0.209, 0.499)
C (-4.584, 0.490, 1.221)
C (-4.879, -0.156, 2.393)
C (-4.077, -1.231, 2.800)
C (-4.410, -2.123, 3.828)
C (-3.731, -3.313, 3.945)
C (-2.580, -3.560, 3.197)
C (-2.207, -2.683, 2.219)
C (-2.924, -1.483, 1.970)
N (-2.694, -0.830, 0.836)
H (-5.215, 1.235, 0.839)
H (-5.659, 0.131, 3.091)
H (-5.213, -1.851, 4.557)
H (-4.163, -4.115, 4.499)
H (-1.878, -4.344, 3.485)
H (-1.324, -2.870, 1.624)
O (-0.349, -3.062, -6.438)
S (-0.285, -1.674, -6.823)
O (-1.523, -1.132, -7.387)
O (0.899, -1.140, -7.455)
S (-0.361, -0.814, -4.796)
N (-2.423, 3.803, -2.534)
C (-1.834, 4.125, -3.718)
O (-1.977, 5.179, -4.304)
C (-0.936, 3.048, -4.400)
C (-0.048, 3.590, -5.371)
C (0.838, 2.779, -6.000)
C (0.712, 1.348, -5.792)
N (-0.276, 0.887, -5.018)
C (-1.103, 1.704, -4.272)
H (-2.943, 4.537, -2.111)
H (-2.709, 2.818, -2.349)
H (-0.188, 4.662, -5.675)
H (1.520, 3.123, -6.803)
H (1.376, 0.625, -6.248)
H (-1.670, 1.210, -3.507)
F (-0.514, -2.723, 0.089)
Sb (-0.246, -4.190, -1.092)
F (0.380, -5.280, 0.297)
F (-1.946, -4.984, -0.693)
F (-0.199, -5.686, -2.354)
F (-0.857, -3.078, -2.469)
F (1.603, -3.546, -1.326)

4.
Computed, not measured: an isolated molecule of C3H6ClP at a distorted geometry, with ωB97M-V/def2-TZVPD.

As for the structure (SMILES): [H]/P=C(\Cl)CC. As for the lowest unoccupied orbital energy: 0.1 eV. The value obtained for the HOMO energy is -9.082 eV. The calculation puts the max |F| at 0.07406 hartree/bohr. As for the net charge: 0. The HOMO-LUMO gap comes out at 0.338 Ha. The value obtained for the molecular weight is 108.51 g/mol.

Cartesian coordinates (Å):
C (0.674, 0.858, -0.222)
C (-1.075, -0.844, 0.545)
C (0.028, -0.533, -0.571)
P (2.295, 1.058, 0.168)
Cl (-0.520, 2.081, -0.225)
H (-2.057, -0.295, 0.728)
H (-0.479, -0.946, 1.384)
H (-1.382, -1.852, 0.317)
H (0.792, -1.390, -0.631)
H (-0.387, -0.470, -1.611)
H (2.110, 2.333, 0.119)

For the records above, the corresponding ΔE to the lowest compared entry with this formula, charge and spin values read 0.324, 3.116, 0.000, 1.224 eV.